*1*
The following is a quantum chemistry calculation of a cluster of 2 separate species, C6H16N4O2 in total, from the OMol25 dataset.

## Properties
Net charge: 0
Kohn-Sham gap (spin up / spin down) in eV: 8.287 / 8.287
E_LUMO (spin up / spin down) in eV: 0.9 / 0.9

Element x y z (Å)
C -0.9422 0.0059 -0.4970
C -3.6437 1.1445 1.1948
C 1.1441 -2.3959 0.3487
C 2.0993 -1.9204 -1.9140
C 1.8519 1.9089 -0.1445
C -2.7607 1.3348 -0.0495
N 0.9189 0.3655 1.5592
N 1.1796 -0.1945 -0.6931
N 1.2427 -1.5124 -0.8026
N 1.6634 0.5481 0.3656
O -1.4902 -0.7132 -1.2684
O -1.4445 1.0004 0.2048
H -4.6256 1.3351 0.9044
H -3.6416 0.0722 1.2538
H -3.3754 1.4658 2.1510
H 1.8825 -2.2034 1.0625
H 0.1464 -2.2097 0.8792
H 1.2116 -3.3832 -0.0462
H 2.2148 -1.0763 -2.5837
H 3.1598 -2.0552 -1.4484
H 1.7876 -2.8993 -2.4143
H 1.1102 2.2416 -0.7829
H 1.8349 2.5598 0.7046
H 2.8513 2.2041 -0.6352
H -2.7662 2.2997 -0.4507
H -3.2587 0.7336 -0.8730
H 1.5147 0.3295 2.3296
H 0.1352 1.0141 1.6451

*2*
The following is a quantum chemistry calculation of a cluster of 2 separate species, C6H16N4O2 in total, from the OMol25 dataset.

## Properties
Net charge: 0
Kohn-Sham gap in eV: 8.682
E_LUMO in eV: 0.7

Element x y z (Å)
C 2.7527 2.2506 -0.1771
C -1.8117 -1.4515 1.9871
C -2.6355 0.7414 0.9798
C 3.2923 0.8603 -0.2633
C -1.4001 -0.1753 1.3335
C 2.5733 0.1768 -1.3383
N -2.2410 -1.7372 -0.6246
N 1.4721 0.4698 -1.8627
N -0.5826 -0.4316 0.1636
N -1.1448 -1.1453 -0.7191
O -0.2658 -1.3637 -1.7775
O -2.6799 -2.3647 -1.7903
H 3.3747 2.6971 0.6772
H 2.7273 2.8073 -1.0946
H 1.6349 2.1396 0.1178
H -2.2733 -1.1823 3.0053
H -2.6262 -1.9658 1.4088
H -0.7984 -1.8292 2.1863
H -3.5117 0.2700 0.4783
H -2.1317 1.5983 0.4885
H -2.9973 1.0995 1.9541
H 3.1629 0.2132 0.6772
H 4.3581 0.7153 -0.5823
H -0.8303 0.4307 2.0385
H 3.0972 -0.6980 -1.8411
H 0.3716 -0.4881 -1.8696
H 0.9848 1.0240 -1.2627
H -1.8719 -2.6615 -2.2929

Energetically preferred structure: *1* | next structure: +95.8 kJ/mol